1.
Density functional theory data (ωB97M-V with the def2-TZVPD basis set) for 2 unconnected molecules or ions with the total composition C28H26F4N4O5 in a non-equilibrium geometry.

Cartesian coordinates (Å):
N: -3.9923 1.8614 -1.5840
O: -0.0747 -1.8040 6.6168
O: -3.6853 0.0958 5.2870
F: -2.8849 -3.4780 -3.7808
F: 5.0775 -1.1578 -0.2359
F: 6.1704 -1.5708 -2.1033
F: 5.9256 0.5130 -1.3789
C: -3.3763 1.0507 -2.1503
N: 2.8373 -0.9498 -1.7760
O: -1.0004 -1.9254 -0.2356
O: 0.5658 -0.2903 -4.6277
O: 5.5658 1.6939 -4.0763
C: -0.8245 -1.1595 5.8987
C: -3.0753 1.1444 5.1104
C: 1.7063 -0.8595 -2.4978
C: 4.0267 -0.5788 -2.3167
C: -3.1199 -1.2512 -2.9687
C: 0.1909 -1.0685 1.6649
C: -1.9305 -0.0778 0.9721
C: -1.1498 -1.9012 -4.2002
C: -1.3721 0.3633 -3.3865
C: 0.2579 -0.1616 2.7406
C: -1.8572 0.8329 2.0414
C: -2.3892 -2.2279 -3.6485
C: -2.6189 0.0499 -2.8355
C: -0.9111 -1.0325 0.7840
C: -0.6366 -0.6094 -4.0675
C: 1.6826 -0.3933 -3.8293
C: 2.8980 -0.0144 -4.3865
C: 4.0624 -0.0989 -3.6464
C: -0.7729 0.7794 2.9390
N: -3.7104 2.2609 4.7238
N: -0.8837 0.1640 6.0846
C: -1.6193 -1.9070 4.8464
C: 5.3169 -0.6983 -1.4966
C: -5.1441 2.3332 4.4381
C: 3.1459 0.5047 -5.7671
C: 5.2233 0.3697 -4.4705
C: 4.6673 0.3832 -5.8991
C: -0.7340 1.7078 4.1356
C: -1.5548 1.2702 5.3683
H: -0.3940 -2.6570 -0.1092
H: 4.7710 2.2527 -4.0496
H: 0.7843 -1.1667 -2.0170
H: -4.0838 -1.5148 -2.5435
H: 0.9815 -1.7896 1.5185
H: -2.7781 -0.0703 0.3070
H: -0.5853 -2.6554 -4.7384
H: -0.9691 1.3675 -3.2959
H: 1.0920 -0.2056 3.4286
H: -2.6532 1.5497 2.1838
H: -3.1655 3.1005 4.6114
H: -0.3111 0.4448 6.8633
H: -2.5106 -2.3171 5.3167
H: -1.0085 -2.7151 4.4509
H: -1.9219 -1.2590 4.0344
H: -5.7000 1.7318 5.1617
H: -5.4926 3.3655 4.4952
H: -5.3416 1.9398 3.4393
H: 2.6269 -0.0864 -6.5287
H: 2.8225 1.5474 -5.8451
H: 6.0920 -0.2954 -4.3923
H: 4.9140 -0.5646 -6.3881
H: 5.0932 1.1958 -6.4962
H: -1.0870 2.6872 3.8109
H: 0.3049 1.8388 4.4410
H: -1.4824 2.1130 6.0552

Forces on the atoms, in the same order (eV/Å):
1.0 -1.3 -0.9
0.2 -0.1 0.3
0.4 0.6 -0.1
0.3 0.7 0.1
0.3 0.4 -1.2
-0.3 0.7 0.5
-0.2 -1.1 -0.2
-1.1 1.4 1.0
1.0 0.3 -0.5
-0.6 0.1 -0.6
0.6 0.0 0.1
0.5 0.3 0.2
0.3 -2.0 -0.4
-0.3 -1.9 0.5
0.5 0.3 -0.5
-1.6 0.1 -0.7
-0.3 -0.5 0.0
-0.7 0.9 0.3
0.7 -0.1 0.4
0.0 -0.4 -0.1
0.3 0.1 -0.1
-1.0 -0.1 -0.9
0.9 -1.1 -0.3
0.3 1.1 0.1
0.6 -0.9 -0.6
0.5 0.6 1.4
-1.5 -0.3 0.8
0.5 -0.1 0.7
-0.6 -0.1 0.1
0.0 -0.9 1.0
0.0 -0.2 -0.1
0.1 1.2 -0.2
-1.2 1.9 -0.5
0.0 0.6 -0.1
-0.7 -0.1 0.7
0.2 -0.4 0.1
0.0 -0.1 -0.2
-0.1 0.6 -0.3
0.1 -0.3 -0.4
-0.1 -0.1 -0.6
0.6 -0.1 0.1
0.2 0.0 0.2
0.3 -0.4 0.0
0.1 0.0 0.1
0.1 0.0 -0.1
0.1 -0.1 -0.1
-0.1 0.0 -0.1
0.0 0.1 0.0
0.0 -0.1 0.0
0.0 0.0 0.0
0.0 0.1 0.0
-0.1 0.0 0.0
0.0 0.1 0.1
0.0 0.0 0.0
0.1 0.0 0.2
-0.2 0.0 -0.1
0.2 0.1 -0.1
0.2 -0.1 0.0
-0.1 0.0 0.0
-0.1 0.3 0.1
-0.2 -0.1 -0.1
0.0 0.6 0.2
0.0 0.1 0.0
0.1 -0.2 0.2
0.0 0.2 0.0
-0.1 0.0 0.2
0.1 0.1 0.2

The frontier orbital gap is 0.3050 Eh. As for the structure (SMILES): N#Cc1cc(F)cc(Oc2cnc(C(F)(F)F)c3c2CC[C@H]3O)c1.CNC(=O)[C@H](Cc1ccc(O)cc1)NC(C)=O. The value obtained for the LUMO energy is -0.36 eV.



2.
Density functional theory data (ωB97M-V with the def2-TZVPD basis set) for a molecular structure, C28H26F6IN4O9S3TeW in a non-equilibrium geometry.

Cartesian coordinates (Å):
W: -0.8263 1.0753 1.5441
O: -1.2429 2.7687 3.5201
S: -0.7690 3.5040 2.3012
O: -1.1518 4.9191 2.2978
O: 0.5026 2.1463 1.9124
O: -1.7020 2.6947 1.2394
F: 1.5202 -2.2195 -0.5160
C: 0.9188 -3.3159 -0.0048
F: 0.1620 -3.8347 -0.9544
F: 1.8752 -4.1881 0.2972
S: -0.0393 -2.7553 1.5292
O: -0.4354 -1.4182 1.1057
O: -1.0590 -3.7131 1.7304
N: 1.0610 -2.7266 2.6363
S: 1.7530 -1.3880 3.0842
O: 1.8385 -1.2227 4.4867
O: 1.3278 -0.2504 2.2834
C: 3.5424 -1.6437 2.5491
F: 3.6103 -1.7593 1.2224
F: 4.2773 -0.5925 2.9059
F: 4.0791 -2.7302 3.0875
I: -1.4934 -3.8183 5.0022
C: -1.3931 -1.8436 4.4283
C: -0.7486 -0.8428 5.1107
N: -0.7587 0.2877 4.2979
N: -1.5560 0.0235 3.1262
C: -1.9337 -1.3222 3.2645
H: -0.2339 -0.8489 6.0470
H: -0.9093 1.2351 4.6659
H: -2.5841 -1.7973 2.5517
C: 5.8504 -0.9107 -3.9824
C: 4.5831 -0.4907 -3.3065
C: 4.6006 0.2537 -2.1406
C: 3.4269 0.6178 -1.4858
C: 3.5443 1.4035 -0.2137
C: 2.2051 0.2565 -2.0541
Te: 0.3169 0.4531 -0.7681
N: -1.8641 0.4023 0.0208
C: -2.3298 -0.7333 -0.4489
O: -1.7163 -1.4648 -1.2474
C: -3.6857 -1.1162 0.0344
C: -4.3178 -2.2274 -0.5117
C: -5.5605 -2.6069 -0.0430
C: -6.1744 -1.8808 0.9658
C: -5.5403 -0.7757 1.5182
C: -4.3017 -0.3825 1.0496
C: -0.2803 2.4658 -1.3133
C: 0.2611 3.5163 -0.5753
C: -0.1988 4.8113 -0.7423
C: -1.2070 5.0686 -1.6573
C: -1.7562 4.0311 -2.3840
C: -1.3220 2.7185 -2.2115
C: -2.0158 1.6163 -2.9451
C: 2.1613 -0.5063 -3.2252
C: 0.8592 -0.9429 -3.8187
C: 3.3540 -0.8558 -3.8420
H: 6.7093 -0.7347 -3.3435
H: 5.9872 -0.3534 -4.9075
H: 5.8089 -1.9667 -4.2355
H: 5.5499 0.5411 -1.7109
H: 4.4984 1.1945 0.2629
H: 2.7406 1.1597 0.4857
H: 3.4982 2.4693 -0.4339
H: -3.8138 -2.7758 -1.2893
H: -6.0524 -3.4698 -0.4646
H: -7.1482 -2.1735 1.3281
H: -6.0176 -0.2233 2.3138
H: -3.7885 0.4936 1.4646
H: 1.0665 3.3235 0.1217
H: 0.2274 5.6113 -0.1600
H: -1.5698 6.0756 -1.7988
H: -2.5423 4.2306 -3.1002
H: -2.9977 1.4652 -2.4925
H: -1.4324 0.6886 -2.8535
H: -2.1673 1.8663 -3.9953
H: 0.2570 -1.4265 -3.0471
H: 1.0179 -1.6279 -4.6461
H: 0.3153 -0.0712 -4.1744
H: 3.3287 -1.4435 -4.7499

Forces on the atoms, in the same order (eV/Å):
-1.4 -4.0 -1.8
0.5 0.5 -0.2
-2.5 3.9 2.0
0.5 -1.2 0.0
2.4 0.7 0.2
-0.3 0.7 0.1
0.0 -0.4 0.2
0.4 0.4 -0.2
-0.3 0.0 0.3
-0.1 -0.1 0.3
1.3 0.5 -2.1
-0.4 -1.0 0.6
-0.4 -0.6 0.4
-0.1 -0.3 0.5
1.3 0.4 -1.6
0.0 -0.3 1.0
0.6 -0.1 0.7
0.0 0.0 -0.3
-0.2 0.0 0.0
-0.3 0.1 0.2
-0.3 -0.1 0.2
-0.1 0.0 0.3
-0.6 -0.7 0.1
-0.1 2.2 -2.3
-1.9 -1.8 0.7
0.0 -2.6 3.3
0.7 2.6 0.2
0.1 0.1 0.3
0.6 0.0 -0.5
0.2 0.0 -0.3
0.0 0.0 0.0
-0.1 0.0 0.0
0.0 -0.1 -0.1
-0.1 0.0 -0.2
-0.1 -0.1 0.0
0.6 0.3 1.3
1.2 0.7 -3.9
0.8 2.2 2.1
-0.2 -2.4 -2.1
-1.3 0.3 0.6
-0.3 0.2 0.3
0.2 0.1 0.1
-0.1 0.0 0.0
0.0 0.0 0.1
-0.2 0.0 0.1
0.3 0.1 -0.1
0.1 0.1 0.1
0.6 0.1 -0.7
0.2 -0.1 -0.2
0.0 0.0 0.1
0.1 -0.1 0.0
0.2 -0.3 0.0
0.2 -0.3 0.1
-0.3 0.1 0.1
0.0 0.0 0.3
0.0 0.2 0.2
0.1 0.0 0.0
0.1 0.0 -0.1
0.1 -0.1 0.0
0.1 0.0 0.1
0.0 0.0 0.1
0.1 0.1 0.1
0.0 0.1 0.1
0.1 -0.1 -0.1
-0.1 -0.1 0.0
-0.1 -0.1 0.0
-0.1 0.1 0.0
-0.4 -0.4 -0.2
0.0 0.1 -0.1
0.1 0.1 0.1
0.0 0.1 0.0
-0.1 0.0 0.0
0.0 -0.2 0.0
-0.5 0.2 -0.2
0.0 0.0 0.0
-0.2 -0.1 -0.2
-0.1 -0.1 -0.1
-0.2 0.0 -0.1
-0.1 -0.1 -0.1

The frontier orbital gap (spin up / spin down) is 0.2272 / 0.1924 Eh. As for the expectation value of S²: 0.9103. The value obtained for the LUMO energy (spin up / spin down) is -1.83 / -2.48 eV. For the energy above the lowest of the compared OMol25 structures with the same formula, charge and spin, the calculation gives 181.5 kcal/mol. Its spin multiplicity is 2.



3.
Density functional theory data (ωB97M-V with the def2-TZVPD basis set) for a molecular structure, C28H27AsBrN3O4Rh.

Cartesian coordinates (Å):
Rh: -0.6243 2.9056 0.9498
O: 2.9025 -0.3822 3.3311
C: 1.6988 -0.8670 3.6641
C: 1.6789 -2.0728 4.3679
C: 0.4807 -2.6447 4.7336
C: -0.7386 -2.0409 4.4063
C: -0.7304 -0.8575 3.7104
C: 0.4786 -0.2462 3.3361
C: 0.4000 0.9666 2.5702
O: -0.7627 1.3332 2.1510
N: 1.4964 1.6752 2.2902
N: 1.1785 2.7788 1.6095
C: 2.1988 3.5314 1.1837
C: 2.1147 4.5959 0.3066
C: 3.3465 5.2577 -0.0270
C: 3.3627 6.3121 -0.8714
C: 2.1396 6.7794 -1.4438
C: 0.9474 6.1965 -1.1654
C: 0.8817 5.0859 -0.2795
O: -0.2714 4.6108 -0.0363
H: 2.7899 0.4605 2.8634
H: 2.6260 -2.5331 4.6133
H: 0.4871 -3.5773 5.2834
H: -1.6733 -2.4944 4.7044
H: -1.6559 -0.3642 3.4490
H: 3.1643 3.2519 1.5986
H: 4.2585 4.8880 0.4225
H: 4.2915 6.8078 -1.1136
H: 2.1684 7.6274 -2.1158
H: 0.0158 6.5495 -1.5834
O: -3.4988 1.2172 -3.3963
C: -2.5188 1.3875 -2.5107
C: -1.2185 0.8983 -2.7430
C: -0.2223 1.0998 -1.8119
N: -0.5901 1.7380 -0.6964
C: -1.7701 2.1840 -0.4914
Br: -2.7122 3.8955 1.7077
C: -2.8363 2.0957 -1.3315
H: -3.2055 0.7373 -4.1809
H: -0.9865 0.3671 -3.6577
H: 0.7964 0.7617 -1.9230
H: -3.8145 2.5021 -1.1374
C: 0.2095 -3.6297 1.1526
As: 0.2816 -1.9028 0.2490
C: -1.6575 -1.6699 0.0557
C: 0.7275 -2.5045 -1.5963
C: -0.1592 -3.5504 -2.1900
C: -1.3210 -3.1938 -2.8724
C: -2.1639 -4.1566 -3.4064
C: -1.8584 -5.5026 -3.2628
C: -0.7055 -5.8729 -2.5862
C: 0.1356 -4.9053 -2.0559
H: -0.3837 -4.3502 0.5896
H: -0.2419 -3.4647 2.1306
H: 1.2175 -4.0174 1.2956
H: -2.1270 -2.5231 -0.4329
H: -1.8880 -0.7651 -0.5079
H: -2.0725 -1.5553 1.0581
H: 1.7588 -2.8563 -1.5242
H: 0.7329 -1.6124 -2.2235
H: -1.5692 -2.1435 -2.9810
H: -3.0613 -3.8588 -3.9341
H: -2.5124 -6.2571 -3.6786
H: -0.4553 -6.9200 -2.4765
H: 1.0400 -5.2052 -1.5389

Forces on the atoms, in the same order (eV/Å):
-0.2 0.2 0.1
0.0 0.0 0.0
-0.1 0.0 0.1
0.0 0.0 0.0
0.0 0.0 0.0
0.0 0.0 0.0
0.0 -0.1 0.1
0.1 -0.5 0.2
-0.6 0.1 0.0
0.1 0.2 -0.2
0.1 0.2 -0.2
0.0 -0.1 0.4
0.4 0.3 -0.2
0.2 -0.3 0.2
0.0 0.1 -0.1
0.0 -0.1 0.1
-0.1 0.1 -0.1
0.2 0.2 -0.1
-0.2 -0.1 0.0
-0.1 -0.2 0.0
0.0 0.1 -0.1
0.0 0.0 0.0
0.0 0.0 0.0
0.0 0.0 0.0
0.0 0.0 0.0
0.0 0.1 0.0
0.0 0.0 0.0
0.0 0.0 0.0
0.0 0.0 0.0
0.0 0.0 0.0
-0.1 0.1 0.0
-0.1 0.0 0.1
0.2 0.0 0.0
-0.2 0.0 0.0
0.5 -0.1 -0.3
-0.4 0.4 -0.2
0.2 -0.1 0.2
0.1 -0.4 -0.3
0.0 0.0 0.0
0.0 0.0 0.0
0.0 0.0 0.0
0.0 0.0 0.0
0.0 0.0 0.0
-0.1 0.2 -0.2
0.0 0.0 0.1
0.0 -0.1 0.1
0.0 0.0 0.0
0.0 0.0 0.0
0.0 0.0 0.0
0.0 0.0 0.0
0.0 0.0 0.0
0.0 0.0 0.0
0.0 0.0 0.0
0.0 0.0 0.0
0.0 0.0 0.0
0.0 0.0 0.0
0.0 0.0 0.0
0.0 0.0 0.0
0.0 0.0 -0.1
0.0 0.0 0.0
0.0 0.0 0.0
0.0 0.0 0.0
0.0 0.0 0.0
0.0 0.0 0.0
0.0 0.0 0.0

The frontier orbital gap (spin up / spin down) is 0.1605 / 0.1606 Eh. Its net charge is +1. The value obtained for the LUMO energy (spin up / spin down) is -6.15 / -6.14 eV. For the energy above the lowest of the compared OMol25 structures with the same formula, charge and spin, the calculation gives 90.1 kcal/mol.